(1)
Formula: C4H4ClF
Source: the OMol25 dataset
Level of theory: ωB97M-V/def2-TZVPD

As for the gap between HOMO and LUMO: 11.57 eV. As for the structure (SMILES): C#C[C@](C)(F)Cl. The value obtained for the electronic energy is -714.78872 a.u. The value obtained for the energy above the lowest of the compared OMol25 structures with the same formula, charge and spin is 24.6 kcal/mol. As for the spin multiplicity: 1.

Last column: Löwdin charge in e.
CARTESIAN COORDINATES (ANGSTROEM)
C 1.1624 0.1409 -0.3284  -0.049
C 0.1315 -0.0590 0.7580  -0.969
C -1.1054 0.0280 0.0583  -0.167
C -2.0654 -0.1059 -0.6547  0.144
H 1.0835 1.0661 -0.8383  0.083
H 0.9544 -0.7216 -0.9648  0.104
H 2.1314 0.0843 0.1426  0.086
H -2.7736 -0.2293 -1.5220  0.074
F 0.3322 -1.2991 1.2108  0.023
Cl 0.1491 1.0956 2.1386  0.672

Forces on atoms 1 to 6 (eV/Å):
C 0.6 -0.6 1.0
C 0.3 1.3 -0.6
C -2.5 -0.4 -0.6
C -0.5 0.0 -1.6
H -0.3 0.8 -0.5
H 0.5 0.3 -0.3

=====

(2)
Formula: C11H17BrCl20N2Nb
Source: the OMol25 dataset
Level of theory: ωB97M-V/def2-TZVPD

As for the gap between HOMO and LUMO: 6.33 eV. Its charge is -1. The value obtained for the electronic energy is -12373.53153 a.u. As for the spin multiplicity: 1.

Last column: Löwdin charge in e.
CARTESIAN COORDINATES (ANGSTROEM)
C -2.6254 1.6439 -1.3501  -0.153
C -1.6683 1.1927 -2.5031  -0.261
C -1.5483 -0.3911 -2.6611  -0.401
N -2.3921 -1.1395 -1.7110  -0.295
Nb -1.2635 -1.9099 -0.0268  1.079
Br -2.6136 -4.1868 -0.3117  -0.299
N -0.2191 -0.0531 0.0857  -0.163
C -0.0197 0.3994 1.2905  -0.552
C 1.0657 1.5237 1.4640  -0.115
C -0.7679 0.0059 2.5908  -0.132
H -2.1033 1.6224 -0.3734  0.043
H -3.5793 1.0952 -1.3130  0.014
H -2.8788 2.7191 -1.5353  0.064
H -1.9610 1.6819 -3.4553  0.081
H -0.6412 1.5400 -2.2417  0.081
H -1.8576 -0.6242 -3.7116  0.081
H -0.4687 -0.6525 -2.6023  0.026
H -2.8610 -1.9074 -2.1864  -0.044
H -2.6210 -1.3599 1.0483  -0.136
H -0.3237 -2.6388 1.3520  -0.170
H -0.0228 -2.6327 -1.1839  -0.153
H 1.7767 1.2199 2.2566  0.032
H 0.5512 2.4679 1.7705  0.080
H 1.5527 1.7585 0.5005  0.026
H -0.5000 0.7603 3.3740  0.067
H -0.5598 -1.0137 2.9556  0.032
H -1.8504 0.1680 2.3978  0.040
C 4.2343 -0.1427 -0.8620  -1.982
Cl 5.3241 -0.6185 0.4543  0.504
Cl 2.5433 -0.4666 -0.4286  0.539
Cl 4.4301 1.5973 -1.1766  0.494
Cl 4.6478 -1.0617 -2.3222  0.498
C 2.4297 0.6896 -5.6618  -2.024
Cl 2.1822 2.1172 -6.6873  0.505
Cl 3.2827 1.1607 -4.1841  0.482
Cl 0.8611 -0.0118 -5.2349  0.557
Cl 3.3950 -0.5097 -6.5439  0.509
C 2.7185 -2.7345 3.7009  -2.007
Cl 4.2745 -3.5907 3.7433  0.506
Cl 2.5462 -1.7529 5.1710  0.472
Cl 2.6755 -1.6680 2.2824  0.487
Cl 1.4046 -3.9141 3.6273  0.525
C -6.3210 -0.3751 -2.4444  -2.029
Cl -5.1146 0.3056 -3.5492  0.546
Cl -5.5870 -1.6522 -1.4663  0.536
Cl -6.9423 0.9047 -1.3837  0.506
Cl -7.6613 -1.0527 -3.3936  0.493
C 3.0154 2.2974 6.4873  -2.036
Cl 2.5398 0.7870 7.2819  0.496
Cl 1.6597 3.4385 6.5289  0.516
Cl 4.4052 2.9994 7.3368  0.510
Cl 3.4568 1.9649 4.8051  0.524

Forces on atoms 1 to 6 (eV/Å):
C 0.3 1.1 -0.5
C 0.2 -0.5 0.9
C -0.4 1.0 -0.9
N 2.3 -1.2 0.7
Nb -1.0 2.7 -2.7
Br 0.1 0.5 0.2

=====

(3)
Formula: C4H13NO
Source: the OMol25 dataset
Level of theory: ωB97M-V/def2-TZVPD

As for the gap between HOMO and LUMO: 9.53 eV. As for the structure (SMILES): CCNCC.O. The value obtained for the electronic energy is -290.16273 a.u. The value obtained for the energy above the lowest of the compared OMol25 structures with the same formula, charge and spin is 21.5 kcal/mol. As for the spin multiplicity: 1.

Last column: Löwdin charge in e.
CARTESIAN COORDINATES (ANGSTROEM)
C -0.5371 -1.0202 2.1822  -0.097
C -0.7606 -0.1340 0.9513  -0.291
N -0.3931 1.2608 1.1755  -0.108
C 0.7583 1.6906 0.3747  -0.302
C 0.9724 3.1842 0.6160  -0.093
H 0.0125 -0.5755 2.9986  0.065
H 0.0344 -1.9029 1.9130  0.057
H -1.4588 -1.4321 2.5455  0.051
H -0.1314 -0.4743 0.1175  0.094
H -1.7457 -0.3621 0.5400  0.106
H -1.2046 1.8478 0.9844  0.101
H 1.5690 1.0560 0.7223  0.110
H 0.5820 1.5031 -0.6920  0.106
H -0.0318 3.6180 0.4889  0.070
H 1.2202 3.3568 1.6568  0.069
H 1.6408 3.6778 -0.0640  0.061
H -0.0506 -3.6700 -3.6716  0.037
H -0.4148 -5.0349 -4.2398  0.030
O -0.0241 -4.1917 -4.4895  -0.067

Forces on atoms 1 to 6 (eV/Å):
C 0.3 -0.7 -0.5
C 1.1 -0.6 -0.3
N -1.1 0.3 -0.2
C -0.5 0.2 0.3
C -1.3 -0.6 0.3
H 0.0 0.6 0.1

=====

(4)
Formula: C2H4I2N2O
Source: the OMol25 dataset
Level of theory: ωB97M-V/def2-TZVPD

As for the gap between HOMO and LUMO: 9.43 eV. The value obtained for the electronic energy is -858.64876 a.u. The value obtained for the energy above the lowest of the compared OMol25 structures with the same formula, charge and spin is 31.2 kcal/mol. As for the spin multiplicity: 1.

Last column: Löwdin charge in e.
CARTESIAN COORDINATES (ANGSTROEM)
C 0.2762 1.3176 -2.4372  -0.003
C -2.4566 0.9638 0.1219  -0.154
N -2.2703 -0.3516 -0.3323  -0.204
N -1.7776 -0.4647 -1.4583  -0.545
O 1.0495 0.9198 -3.1893  0.005
I 2.9883 -2.8553 -0.1988  0.412
I -1.3655 -2.3719 -1.9437  0.708
H -1.9845 0.9787 1.0816  0.073
H -2.2871 1.8905 -0.3945  0.070
H -3.5230 1.0680 0.4722  0.101
H 1.7935 -3.0490 -1.1598  -0.463

Forces on atoms 1 to 6 (eV/Å):
C 2.1 -0.8 -1.9
C -2.6 1.4 2.0
N 0.9 -1.2 -1.9
N -0.7 1.5 1.4
O -2.0 0.9 1.8
I 1.1 0.2 0.9

=====

(5)
Formula: C53H49AsFeN4OS2Si2
Source: the OMol25 dataset
Level of theory: ωB97M-V/def2-TZVPD

As for the gap between HOMO and LUMO (alpha / beta): 6.01 / 6.06 eV. The value obtained for the electronic energy is -7218.18900 a.u. As for the spin multiplicity: 1.

Last column: Löwdin charge in e.
CARTESIAN COORDINATES (ANGSTROEM)
Fe 0.3909 -0.7302 -0.0588  -0.136
C 3.6741 -0.4648 1.6419  -0.227
Si 1.9363 -1.2783 1.5911  0.506
C 1.3770 -0.9790 3.3887  -0.218
C 2.1717 -3.1613 1.3961  -0.299
C 3.1064 -3.8883 2.1533  -0.109
C 3.2382 -5.2655 2.0217  -0.109
C 2.4269 -5.9481 1.1224  -0.107
C 1.5059 -5.2405 0.3589  -0.109
C 1.3638 -3.8455 0.4787  -0.287
Si 0.0904 -2.9170 -0.6039  0.577
C 0.3913 -3.5018 -2.3725  -0.193
C -1.6020 -3.6179 -0.1073  -0.203
H 4.0898 -0.5051 2.6570  0.022
H 3.6044 0.5901 1.3555  0.001
H 4.4011 -0.9466 0.9800  -0.009
H 2.1510 -1.3058 4.0945  0.024
H 0.4516 -1.5124 3.6315  -0.008
H 1.2058 0.0944 3.5472  -0.003
H 3.7479 -3.3627 2.8604  0.095
H 3.9677 -5.8074 2.6166  0.093
H 2.5145 -7.0251 1.0167  0.094
H 0.8810 -5.7848 -0.3500  0.091
H 0.2161 -4.5812 -2.4431  0.025
H 1.4244 -3.3042 -2.6806  0.027
H -0.2794 -3.0061 -3.0865  0.025
H -1.6758 -4.6808 -0.3715  0.024
H -2.4212 -3.0871 -0.6130  0.014
H -1.7441 -3.5324 0.9746  0.005
S -5.6106 1.0477 -3.3956  1.048
C -6.9821 1.0501 -2.3742  -0.415
C -6.6785 0.5717 -1.1398  -0.183
C -5.3114 0.1944 -1.0230  -0.126
C -4.5910 0.3843 -2.1664  -0.473
C -3.1564 0.1495 -2.4107  -0.186
C -2.3289 -0.2038 -1.3543  -0.051
N -1.0096 -0.3723 -1.4568  0.067
C -0.4561 -0.1798 -2.6950  -0.155
C -1.2121 0.1387 -3.8315  -0.132
C -0.5200 0.2868 -5.0885  -0.009
C 0.8097 0.1094 -5.1730  -0.008
C 1.5931 -0.2204 -4.0109  -0.135
C 2.9636 -0.4181 -4.0353  0.021
C 3.6311 -0.7479 -2.8657  -0.175
C 2.8785 -0.8571 -1.6902  -0.047
N 1.5800 -0.6422 -1.6111  0.025
C 0.9351 -0.3404 -2.7773  -0.169
C 5.0893 -0.9666 -2.8186  -0.469
C 5.8570 -1.3967 -1.7762  -0.111
C 7.2427 -1.4763 -2.0869  -0.177
C 7.5120 -1.1036 -3.3644  -0.417
S 6.0876 -0.6552 -4.1971  1.043
C -2.5804 0.3073 -3.6748  0.027
H -7.9332 1.4059 -2.7450  0.067
H -7.3995 0.4858 -0.3358  0.103
H -4.8821 -0.2188 -0.1176  0.093
H -2.7355 -0.3419 -0.3598  0.104
H -1.0917 0.5512 -5.9706  0.117
H 1.3168 0.2201 -6.1260  0.119
H 3.5003 -0.3262 -4.9749  0.104
H 3.3575 -1.1394 -0.7634  0.079
H 5.4510 -1.6663 -0.8076  0.100
H 8.0001 -1.8010 -1.3855  0.106
H 8.4648 -1.0671 -3.8731  0.066
H -3.1908 0.5611 -4.5348  0.102
C 2.0873 5.5072 3.5100  -0.091
C 2.3479 5.5855 2.1489  -0.082
C 2.0158 4.5294 1.3057  -0.091
C 1.4136 3.3918 1.8254  -0.339
C 1.1800 3.3042 3.1952  -0.122
C 1.5070 4.3585 4.0342  -0.084
As 0.7727 1.8890 0.7118  1.411
C 0.8109 2.7470 -1.0276  -0.334
C 1.9121 2.8714 -1.8643  -0.105
C 1.7806 3.5311 -3.0802  -0.080
C 0.5462 4.0476 -3.4576  -0.076
C -0.5579 3.9160 -2.6259  -0.020
C -0.4318 3.2659 -1.4014  -0.191
C -1.5033 3.0873 -0.3984  -0.192
C -2.8221 3.5143 -0.5280  -0.021
C -3.7130 3.3431 0.5217  -0.077
C -3.2946 2.7443 1.7052  -0.098
C -1.9883 2.2836 1.8280  -0.103
C -1.0969 2.4514 0.7778  -0.299
H 2.3405 6.3354 4.1609  0.101
H 2.8063 6.4755 1.7333  0.103
H 2.2215 4.6095 0.2472  0.092
H 0.7375 2.4060 3.6105  0.082
H 1.3093 4.2867 5.0973  0.103
H 2.8682 2.4468 -1.5767  0.111
H 2.6393 3.6408 -3.7336  0.105
H 0.4421 4.5490 -4.4138  0.103
H -1.5160 4.3230 -2.9307  0.107
H -3.1567 3.9874 -1.4445  0.109
H -4.7374 3.6818 0.4181  0.106
H -3.9873 2.6465 2.5343  0.099
H -1.6664 1.8013 2.7453  0.100
N -0.8856 -0.8396 1.3011  0.090
C -1.7494 -1.0047 2.0410  -0.203
N -2.6564 -1.1970 2.9881  -0.065
C -2.5291 -2.3216 3.9224  -0.109
C -3.1229 -1.8983 5.2485  -0.180
O -4.4679 -1.4626 5.0891  -0.123
C -4.5527 -0.3501 4.2117  -0.188
C -4.0264 -0.7032 2.8373  -0.122
H -1.4807 -2.5887 4.0331  0.124
H -3.0769 -3.1862 3.5349  0.134
H -2.5171 -1.0944 5.6817  0.131
H -3.1428 -2.7405 5.9362  0.130
H -3.9787 0.4918 4.6184  0.127
H -5.6030 -0.0721 4.1535  0.130
H -4.0281 0.1691 2.1873  0.099
H -4.6551 -1.4875 2.3999  0.135

Forces on atoms 1 to 6 (eV/Å):
Fe -0.1 0.8 -0.1
C 0.1 -0.1 0.1
Si -0.2 -0.5 -0.6
C 0.0 -0.1 0.1
C 0.5 0.0 0.5
C -0.1 -0.1 -0.1

=====

(6)
Formula: C2H4Br2NO2P
Source: the OMol25 dataset
Level of theory: ωB97M-V/def2-TZVPD

As for the gap between HOMO and LUMO: 8.54 eV. As for the structure (SMILES): C=C(N)OP(=O)(Br)Br. The value obtained for the electronic energy is -5773.26982 a.u. The value obtained for the energy above the lowest of the compared OMol25 structures with the same formula, charge and spin is 20.3 kcal/mol. As for the spin multiplicity: 1.

Last column: Löwdin charge in e.
CARTESIAN COORDINATES (ANGSTROEM)
C -0.7398 0.0202 0.1503  -0.533
C -0.4956 -0.8793 -0.8493  -0.052
N -1.8033 0.2179 0.9398  0.113
O 0.2642 1.0396 0.3432  -0.336
O 1.8387 0.2358 -1.7827  -0.378
P 1.6326 0.5309 -0.3349  -0.127
Br 2.0570 -1.3098 0.8154  0.461
Br 2.7229 2.0451 0.6920  0.503
H 0.3842 -0.9819 -1.4203  -0.008
H -1.3023 -1.5977 -1.0107  0.074
H -2.6684 -0.3557 0.8383  0.133
H -1.8903 1.0350 1.6190  0.149

Forces on atoms 1 to 6 (eV/Å):
C 1.7 0.0 -2.9
C -3.4 0.1 2.1
N -2.4 0.9 2.2
O -1.1 -1.7 -0.7
O 0.1 1.5 2.0
P 0.9 -0.8 -0.6

=====

- Number 1 is which compound?
  C4H4ClF